No. 1
Here is a molecular structure, C20H26BrN2O11P3RuS2 from the Open Molecules 2025 dataset. Energies are from ωB97M-V/def2-TZVPD.

```
! wB97M-V def2-TZVPD RIJCOSX def2/J DEFGRID3
* xyz -2 1
Ru -0.12797 -0.39402 -1.36146
Br 2.17066 -0.16969 -2.41038
S -2.46705 2.53379 1.66378
S 0.13248 1.91416 -0.57827
P -0.38204 -3.12187 -3.35547
P -1.06797 -0.56244 -4.32682
P -1.40886 3.01911 0.07961
O -1.71387 -0.95084 -0.19914
O -1.42864 -2.12420 -4.15420
O -0.93301 -4.48187 -3.28481
O -2.23118 -0.09016 -5.34223
O -1.34652 0.17237 -3.04652
O -2.68673 -3.25858 0.44676
O 0.28703 -0.45322 -4.95569
O -0.02922 -2.38194 -2.07933
O -2.39795 3.39786 -1.13849
O 0.88527 -3.08811 -4.34972
O -0.68611 4.45504 0.27171
N 0.08954 -1.42547 1.19781
N 0.88059 -1.00082 0.18066
C -0.94421 5.97370 2.11370
C -3.54961 -3.47813 2.62661
C 5.90692 -1.03790 2.62161
C -1.29288 -0.83085 1.09313
C 3.05005 -0.75230 -0.81473
C 7.05317 -1.77915 2.36992
C -3.08939 -1.80438 4.30082
C 7.32363 -2.18475 1.06895
C 4.39289 -0.80518 -0.84291
C -2.16713 -1.57689 2.07357
C -2.33740 -1.10325 3.36419
C -4.12892 3.02019 -2.73123
C 5.27904 -1.14057 0.28289
C -3.28619 2.38332 -1.65187
C 2.17329 -1.11838 0.27253
C -1.46103 5.54845 0.75543
C 6.45073 -1.86490 0.04253
C -3.68777 -2.99832 3.91943
C -2.79566 -2.77259 1.68688
C 5.03525 -0.71678 1.59194
H 5.69293 -0.69527 3.62668
H 4.16811 -0.10232 1.79356
H 6.66270 -2.19065 -0.96916
H -1.22090 0.22182 1.39832
H 2.59991 -1.56384 1.16381
H -4.77863 2.26669 -3.17828
H -3.90517 2.01228 -0.83100
H 8.21776 -2.75813 0.85380
H 0.52695 -1.35779 2.11209
H -2.24255 -2.54536 -0.10448
H 7.73202 -2.02980 3.17543
H -1.36378 6.35313 0.02226
H -4.28072 -3.55974 4.63335
H -1.48160 6.85755 2.46682
H -2.69586 1.55690 -2.05566
H 0.11959 6.20794 2.05919
H -1.08764 5.16179 2.82563
H -3.21656 -1.41792 5.30391
H -3.49369 3.42875 -3.51734
H -2.13016 -0.57005 -6.16803
H -1.88684 -0.15036 3.62271
H 1.00080 -2.16255 -4.65394
H -4.02236 -4.40040 2.31351
H -2.51537 5.26975 0.81923
H 4.88313 -0.60828 -1.78866
H -4.74529 3.82543 -2.32495
*
```

The calculation puts the orbital gap at 6.069 eV. The LUMO energy is 4.01 eV. As for the calculated total energy: -6204.72405 Eh.


No. 2
Here is a molecular structure, C20H26ClN3O7STi from the Open Molecules 2025 dataset. Energies are from ωB97M-V/def2-TZVPD.

```
! wB97M-V def2-TZVPD RIJCOSX def2/J DEFGRID3
* xyz 1 2
Ti -0.90250 -0.36652 0.41748
Cl 0.15017 -0.36096 -5.16662
S 1.08457 -3.13614 0.05407
O -3.36140 -3.38695 -0.52971
O -2.54780 0.29877 -0.79805
O -1.62140 -1.99184 -0.17148
O 1.40145 1.42337 3.06387
O 0.86312 -1.64977 0.36873
O -0.02460 -0.03575 2.07765
O -3.76026 1.99504 -1.56315
N 0.26183 0.27770 -1.28083
N -1.18190 1.62883 0.74603
N -2.66012 -0.76873 1.84472
C -0.59089 -4.37225 3.66203
C 1.43941 0.89665 -1.11719
C 2.26941 1.17984 -2.17324
C 1.88456 0.81176 -3.45246
C -0.10354 -0.10448 -2.51185
C 0.72462 -4.11828 1.54144
C 3.59183 -2.46437 1.15972
C 0.68477 0.15157 -3.61206
C 0.46832 1.17095 2.36019
C -0.12439 -3.39661 2.58012
C -2.05961 2.37006 0.06504
C -2.15293 3.73769 0.24486
C -3.52054 -1.83307 1.25620
C -0.35720 2.21505 1.64116
C 2.87378 -3.27390 0.06290
C -2.82126 1.49630 -0.81115
C -1.29333 4.33979 1.14575
C -2.83825 -2.49925 0.07832
C 4.10261 -3.28820 2.35043
C -0.37676 3.56143 1.86276
H -3.78322 -2.59940 1.97300
H -2.88778 4.30511 -0.31574
H 4.43781 -1.96477 0.68814
H 3.29772 -3.56911 3.03865
H 1.67604 -4.43605 1.96108
H 1.71945 1.16183 -0.10794
H -1.33865 5.41095 1.31027
H 4.82580 -2.71048 2.93018
H 2.50245 1.03874 -4.31557
H -1.12840 -5.22373 3.22770
H -2.22610 -1.08217 2.69613
H -4.44409 -1.40586 0.88252
H 0.25496 -4.76640 4.23460
H 3.21306 1.67941 -1.99871
H 0.19825 -4.99213 1.15147
H -1.03860 -0.62967 -2.61284
H -4.17628 1.27362 -2.06115
H -3.20647 0.04129 2.07962
H 0.30192 3.99448 2.59135
H 2.93258 -1.67608 1.51078
H 4.60257 -4.20369 2.02001
H -0.99106 -2.95532 2.08453
H -1.26368 -3.87654 4.36771
H 3.15256 -2.93924 -0.93678
H 0.44025 -2.57591 3.01336
H 3.07734 -4.34850 0.12336
*
```

Its energy above the lowest of the compared OMol25 structures with the same formula, charge and spin is 3.01 kJ/mol. As for the expectation value of S²: 0.76. The calculation puts the orbital gap (alpha / beta) at 5.983 / 7.925 eV. The LUMO energy (alpha / beta) is -3.96 / -4.06 eV. As for the calculated total energy: -3176.50697 Eh.


No. 3
Here is C20H26FN3O4S in the gas phase from the Open Molecules 2025 dataset. Energies are from ωB97M-V/def2-TZVPD.

```
! wB97M-V def2-TZVPD RIJCOSX def2/J DEFGRID3
* xyz 0 1
S 0.95681 0.40555 -0.88734
F -5.97894 -4.03873 -1.54351
O 5.20767 -2.56454 1.31793
O 0.19416 -0.59754 -0.19026
O 0.63527 0.70491 -2.24914
O 6.86545 -1.65456 0.10456
N 0.97103 1.83596 -0.02015
N 4.84170 -0.00962 -1.20383
N -3.65946 1.25798 0.91623
C -6.01649 -2.20086 -0.06768
C 4.62338 -0.93205 -0.21144
C 3.66624 0.53760 -1.55129
C 0.13047 2.93522 -0.44727
C 6.16603 -3.39680 1.95430
C 5.69128 -1.72477 0.38955
C -5.30572 -3.08148 -0.86308
C -2.04534 1.72824 -0.92537
C -3.50621 1.55545 -0.49624
C -3.05671 2.31093 1.70676
C -3.93104 -3.01147 -0.98491
C 6.11569 0.31707 -1.78201
C 2.66526 -0.02399 -0.78426
C -3.93777 -1.13789 0.52864
C -1.56702 2.52957 1.40332
C -3.25061 -2.02992 -0.28498
C -5.32135 -1.22957 0.62814
C -1.36144 2.81068 -0.08832
C -3.19456 -0.07532 1.28892
C 3.26533 -0.95495 0.06627
H -1.82828 3.77587 -0.32346
H -2.00051 1.99242 -1.98268
H 6.90047 -2.79166 2.49012
H 6.57098 -0.57036 -2.22262
H -2.11712 -0.22366 1.12843
H -4.05870 2.48122 -0.69030
H -3.60832 3.23260 1.49353
H -3.41140 -3.71197 -1.61935
H 5.97535 1.07616 -2.54874
H -2.17635 -1.95316 -0.37417
H -3.97237 0.75376 -1.07170
H 0.23952 2.97870 -1.53232
H -1.02349 1.62700 1.69052
H -7.08992 -2.28473 -0.00111
H 0.90007 1.63940 0.96655
H -3.39893 -0.19030 2.35969
H -3.19024 2.07348 2.76569
H 6.79577 0.68956 -1.01516
H 6.68869 -4.00865 1.21608
H 2.76997 -1.57546 0.78354
H 3.57777 1.28066 -2.31792
H 0.54505 3.84944 -0.00925
H -1.18734 3.36153 2.00143
H 5.60983 -4.02399 2.64568
H -5.85067 -0.52424 1.25001
H -1.52293 0.78127 -0.80608
*
```

Its SMILES is COC(=O)c1cc(S(=O)(=O)NCC2CCN(Cc3ccc(F)cc3)CC2)cn1C. Its energy above the lowest of the compared OMol25 structures with the same formula, charge and spin is 0.31 kJ/mol. The calculation puts the orbital gap at 8.764 eV. The LUMO energy is 0.53 eV. As for the calculated total energy: -1740.99568 Eh.


Q: What is the formula in the first record?
A: C20H26BrN2O11P3RuS2


Q: The highest calculated total energy belongs to which entry?
A: C20H26FN3O4S


Q: Look up the calculated total energy of the third one.
A: -1740.99568 Eh